{"formula": "C33H25N9O2S2Ti", "method": "ωB97M-V with the def2-TZVPD basis set", "mol_weight_g_mol": 691.62, "total_energy_ev": -96921.554, "homo_energy_ev": [-5.62, -5.62], "lumo_ev": [-1.3, -1.3], "spin_multiplicity": 1, "elements": ["Ti", "C", "C", "N", "C", "C", "N", "C", "C", "C", "C", "C", "N", "C", "C", "N", "C", "C", "N", "C", "C", "C", "N", "C", "C", "H", "H", "H", "H", "H", "H", "H", "H", "H", "H", "H", "H", "C", "S", "C", "S", "N", "N", "C", "C", "C", "C", "C", "C", "N", "H", "H", "H", "H", "H", "H", "H", "H", "O", "C", "O", "C", "C", "C", "C", "C", "C", "H", "H", "H", "H", "H"], "positions_angstrom": [[0.1095, -0.2465, 0.1015], [-4.1308, -1.2302, -0.7695], [-2.8077, -0.8377, -0.9244], [-2.0447, -0.6062, 0.1378], [-2.5934, -0.7784, 1.3531], [-3.9188, -1.1705, 1.4788], [-4.6879, -1.4001, 0.4233], [-1.6899, -0.4744, 2.4797], [-1.9462, -0.7632, 3.8115], [-0.9708, -0.4808, 4.7655], [0.2165, 0.1201, 4.3527], [0.3889, 0.4066, 3.0086], [-0.5413, 0.0883, 2.0990], [1.5574, 1.0896, 2.4306], [2.5920, 1.6808, 3.1486], [3.5611, 2.3477, 2.5419], [3.5006, 2.4332, 1.2152], [2.4935, 1.8304, 0.4764], [1.5285, 1.1578, 1.0907], [-1.1866, -0.8186, 6.1881], [-2.4275, -0.6399, 6.7926], [-2.5734, -0.9739, 8.1301], [-1.5926, -1.4663, 8.8778], [-0.4112, -1.6386, 8.2962], [-0.1549, -1.3310, 6.9692], [-4.7503, -1.4148, -1.6374], [-2.3492, -0.6997, -1.8948], [-4.3761, -1.2973, 2.4521], [-2.8665, -1.2490, 4.1014], [0.9774, 0.3767, 5.0754], [2.6403, 1.6191, 4.2282], [4.2872, 2.9873, 0.7202], [2.4556, 1.8615, -0.6052], [-3.2621, -0.2234, 6.2449], [-3.5283, -0.8350, 8.6245], [0.3744, -2.0482, 8.9212], [0.8250, -1.5168, 6.5499], [-0.7491, 4.4010, -3.2030], [-2.1026, 3.3942, -2.5506], [-1.1254, 2.1598, -1.7112], [-1.1219, 2.1332, 0.0017], [-0.4164, 1.3771, -2.4490], [0.3372, 0.4840, -1.7323], [1.3275, -0.0862, -2.4694], [2.2423, -0.8616, -1.7806], [3.3285, -1.5691, -2.3823], [4.2186, -2.2323, -1.6005], [4.0556, -2.2210, -0.1886], [2.9715, -1.5733, 0.3289], [2.0644, -0.9175, -0.4195], [-1.2012, 5.2193, -3.7609], [-0.1249, 3.8093, -3.8676], [-0.1559, 4.8092, -2.3870], [1.3894, 0.1208, -3.5286], [3.4190, -1.5589, -3.4604], [5.0446, -2.7717, -2.0452], [4.7463, -2.7356, 0.4624], [2.7718, -1.5844, 1.3966], [-0.2360, -2.1440, -0.9766], [0.0000, -2.8129, 0.0623], [0.2040, -2.1970, 1.1496], [0.0597, -4.2980, 0.0177], [0.4692, -5.0115, 1.1384], [0.5349, -6.3936, 1.0895], [0.1876, -7.0627, -0.0758], [-0.2218, -6.3516, -1.1956], [-0.2833, -4.9683, -1.1519], [0.7359, -4.4688, 2.0349], [0.8586, -6.9518, 1.9582], [0.2390, -8.1433, -0.1123], [-0.4888, -6.8767, -2.1032], [-0.5860, -4.3916, -2.0154]], "forces_ev_per_a": [[0.5, 0.8, -1.7], [0.1, 0.0, 0.0], [0.0, 0.0, 0.0], [-0.4, -0.4, 0.3], [-0.1, 0.1, -0.2], [0.2, 0.1, 0.0], [-0.1, 0.0, -0.1], [0.1, 0.0, 0.1], [0.1, 0.1, 0.0], [0.0, 0.0, -0.2], [-0.1, 0.1, -0.1], [-0.3, -0.1, 0.1], [-0.2, 0.0, 0.9], [0.1, 0.2, -0.4], [-0.2, -0.1, -0.1], [0.1, 0.1, -0.1], [0.0, 0.0, 0.0], [-0.1, -0.1, 0.1], [0.4, -0.2, 0.9], [0.0, 0.0, 0.2], [0.1, 0.0, 0.0], [-0.1, 0.0, 0.0], [0.0, 0.0, 0.1], [0.1, 0.0, 0.0], [-0.1, 0.0, 0.0], [0.0, 0.0, 0.0], [0.0, 0.0, 0.0], [0.0, 0.0, 0.0], [0.0, 0.0, 0.0], [0.0, 0.0, 0.0], [0.0, 0.0, 0.0], [0.0, 0.0, 0.0], [0.0, 0.0, 0.0], [0.0, 0.0, 0.0], [0.0, 0.0, 0.0], [0.0, 0.0, 0.0], [0.0, 0.0, 0.0], [0.0, -0.1, -0.1], [0.0, 0.0, 0.1], [0.1, 0.1, -0.1], [0.1, -0.3, 0.2], [-0.1, 0.2, -0.1], [-0.1, -0.3, 0.1], [0.1, 0.0, -0.2], [0.1, 0.0, -0.3], [0.0, 0.0, 0.1], [-0.1, 0.1, 0.0], [-0.1, 0.1, 0.1], [0.2, -0.1, 0.2], [-0.1, 0.1, -0.2], [0.0, 0.0, 0.0], [0.0, 0.0, 0.0], [0.0, 0.0, 0.0], [-0.1, -0.1, 0.0], [0.0, 0.0, 0.0], [0.0, 0.0, 0.0], [0.0, 0.0, 0.0], [0.0, 0.0, 0.0], [-0.1, -0.1, 0.1], [0.0, 0.0, 0.0], [0.0, -0.1, 0.2], [0.0, 0.0, 0.0], [0.0, 0.0, 0.0], [0.0, 0.0, 0.0], [0.0, 0.0, 0.0], [0.0, 0.0, 0.0], [0.0, 0.0, 0.0], [0.0, 0.0, 0.0], [0.0, 0.0, 0.0], [0.0, 0.0, 0.0], [0.0, 0.0, 0.0], [0.0, 0.0, 0.0]]}